# CClI3S

2 unconnected molecules or ions with the total composition CClI3S (ωB97M-V/def2-TZVPD, the OMol25 dataset).

## Properties
- E_LUMO: -1.58 eV
- HOMO: -8.91 eV
- HOMO-LUMO gap: 0.2696 Eh

Last column: natural (NBO) charge in e.
CARTESIAN COORDINATES (ANGSTROEM)
C 0.845 0.342 0.713  -0.48
S -0.584 -0.315 0.291  0.46
Cl -0.807 -1.829 1.585  -0.16
I 4.129 -0.054 0.854  0.04
I 0.839 2.177 -0.412  0.16
I 4.064 -0.193 -1.800  -0.01

Force components x, y, z for each atom (eV/Å):
-0.5 0.7 -0.1
0.0 0.5 -0.3
0.0 -0.7 0.3
0.3 -0.1 -0.2
0.2 -0.5 0.1
0.0 0.0 0.2



# CClIOS

2 unconnected molecules or ions with the total composition CClIOS in a non-equilibrium geometry (ωB97M-V/def2-TZVPD, the OMol25 dataset).

## Properties
- E_LUMO (alpha / beta): -0.67 / -3.27 eV
- 2S+1: 3
- HOMO (alpha / beta): -7.31 / -10.08 eV
- HOMO-LUMO gap (alpha / beta): 0.2442 / 0.2503 Eh

Last column: natural (NBO) charge in e.
CARTESIAN COORDINATES (ANGSTROEM)
C -1.991 -0.382 -0.459  0.50
O -1.586 -0.373 0.599  -0.50
S 2.462 -0.816 -0.619  0.16
Cl 3.957 -2.056 0.043  -0.14
I 3.082 1.420 0.090  -0.01

Force components x, y, z for each atom (eV/Å):
0.3 0.0 0.9
-0.3 0.0 -0.9
0.3 -2.2 -0.2
-0.6 0.0 -0.3
0.3 2.3 0.5



# CClNS

CClNS in the gas phase (ωB97M-V/def2-TZVPD, the OMol25 dataset).

## Properties
- E_LUMO (alpha / beta): -2.18 / -2.21 eV
- SMILES: N#S#CCl
- HOMO (alpha / beta): -9.32 / -9.29 eV
- HOMO-LUMO gap (alpha / beta): 0.2627 / 0.2605 Eh

Last column: natural (NBO) charge in e.
CARTESIAN COORDINATES (ANGSTROEM)
N -1.316 -0.142 -1.037  -0.60
S -0.883 -0.736 0.257  0.78
C 0.658 -0.084 0.847  -0.33
Cl 1.541 0.962 -0.067  0.14

Force components x, y, z for each atom (eV/Å):
-0.2 0.3 -0.7
-0.1 -0.3 0.5
0.3 -0.2 0.6
0.0 0.2 -0.3



# CClNS2

CClNS2 in the gas phase in a non-equilibrium geometry (ωB97M-V/def2-TZVPD, the OMol25 dataset).

## Properties
- E_LUMO: -1.12 eV
- SMILES: N#CSSCl
- HOMO: -10.19 eV
- HOMO-LUMO gap: 0.3333 Eh

Last column: natural (NBO) charge in e.
CARTESIAN COORDINATES (ANGSTROEM)
N -0.691 -1.790 -1.247  -0.28
C -0.768 -0.901 -0.529  0.01
S -1.154 0.357 0.542  0.23
S 0.587 1.488 -0.036  0.17
Cl 2.026 0.845 1.271  -0.13

Force components x, y, z for each atom (eV/Å):
0.3 -0.6 -0.5
-0.9 0.2 0.6
1.8 0.8 -0.7
-0.8 -0.5 0.9
-0.4 0.1 -0.3



# CCsF3O3S

A molecular structure, CCsF3O3S in a non-equilibrium geometry (ωB97M-V/def2-TZVPD, the OMol25 dataset).

## Properties
- E_LUMO: -0.15 eV
- HOMO: -10.25 eV
- HOMO-LUMO gap: 0.3710 Eh

Last column: Löwdin charge in e.
CARTESIAN COORDINATES (ANGSTROEM)
Cs 0.502 -2.450 -1.677  1.61
C -0.410 1.130 0.618  -0.68
F 0.591 1.967 0.788  0.17
F -0.932 0.912 1.842  0.13
F -1.252 1.596 -0.224  0.21
S 0.262 -0.540 -0.114  0.37
O -0.956 -1.332 -0.454  -0.76
O 0.837 -0.035 -1.417  -0.61
O 1.358 -1.248 0.638  -0.44

Force components x, y, z for each atom (eV/Å):
3.7 -9.1 -7.1
1.8 -2.1 1.7
0.5 0.3 -0.3
-0.4 0.0 -0.7
-1.3 0.5 -0.7
1.7 3.8 0.4
-2.1 3.4 4.4
-0.8 1.4 2.5
-3.1 1.8 -0.2



# CF2N4

2 unconnected molecules or ions with the total composition CF2N4 in a non-equilibrium geometry (ωB97M-V/def2-TZVPD, the OMol25 dataset).

## Properties
- E_LUMO: -0.22 eV
- HOMO: -10.14 eV
- HOMO-LUMO gap: 0.3647 Eh

Last column: natural (NBO) charge in e.
CARTESIAN COORDINATES (ANGSTROEM)
C -1.789 -0.293 -1.027  0.65
N -0.719 -0.538 -1.291  -0.42
N 2.055 -1.084 0.873  0.00
N 1.534 -0.102 0.785  0.19
N 0.962 0.870 0.422  0.02
F -2.992 -0.158 -0.763  -0.23
F 0.582 1.794 1.358  -0.20

Force components x, y, z for each atom (eV/Å):
-0.8 -0.2 0.1
2.3 -0.4 -0.7
0.9 -1.6 0.3
0.9 -1.2 1.9
-1.9 3.3 -3.5
-1.7 0.5 0.4
0.3 -0.2 1.4



E across the listed records, respectively: -48694.354, -34540.342, -25878.972, -36719.071, -26712.431, -12425.996 eV.
Energy above the lowest of the compared OMol25 structures with the same formula, charge and spin across the listed records, respectively: 18.1, 13.4, 431.5, 0.0, 348.2, 88.4 kJ/mol.